No. 1
Computed, not measured: a structure of composition C46H50AgBrN4 at a distorted geometry, with ωB97M-V with the def2-TZVPD basis set.

XYZ file:
```
102
C46H50AgBrN4 (ωB97M-V with the def2-TZVPD basis set)
Ag 0.33 0.17 -0.42
C 0.53 4.37 4.73
C 0.28 2.88 5.01
C 0.74 1.92 3.92
C 1.78 1.00 3.92
C 2.86 0.78 4.95
C 2.85 -0.60 5.65
C 1.57 0.19 2.69
N 0.47 0.64 2.01
C 0.00 1.75 2.68
C -1.08 2.52 2.22
C -1.89 2.27 1.11
C -3.07 3.09 0.73
C -3.33 4.43 1.27
C -2.43 5.54 0.72
C -3.63 2.46 -0.33
C -2.77 1.36 -0.66
C -2.97 0.43 -1.69
C -2.37 -0.81 -1.86
N -1.23 -1.24 -1.22
C -0.99 -2.52 -1.67
C 0.03 -3.34 -1.14
C 0.97 -3.00 -0.13
N 0.96 -1.82 0.60
C 2.07 -1.91 1.42
C 2.38 -0.90 2.36
C 2.75 -3.15 1.28
C 1.98 -3.88 0.34
C 2.18 -5.28 -0.14
C 1.01 -6.22 0.25
C 3.89 -3.57 2.12
C 5.24 -2.97 1.60
C -1.99 -2.93 -2.64
C -2.87 -1.88 -2.72
C -4.18 -1.78 -3.45
C -5.39 -1.38 -2.64
C -1.97 -4.22 -3.40
C -0.80 -4.35 -4.39
N -1.70 1.20 0.22
C -4.91 2.83 -1.06
C -6.13 2.23 -0.36
H 0.04 4.98 5.53
H 1.55 4.64 4.65
H 0.05 4.67 3.81
H 0.77 2.59 5.95
H -0.80 2.69 5.19
H 3.83 0.99 4.44
H 2.75 1.61 5.64
H 3.21 -1.40 5.00
H 3.48 -0.54 6.56
H 1.83 -0.88 5.95
H -1.48 3.28 2.94
H -4.39 4.73 1.08
H -3.25 4.39 2.39
H -2.52 5.58 -0.36
H -2.70 6.49 1.12
H -1.41 5.31 0.96
H -3.66 0.65 -2.55
H 0.15 -4.37 -1.53
H 3.31 -0.99 2.88
H 2.25 -5.26 -1.25
H 3.12 -5.70 0.22
H 0.02 -5.90 -0.05
H 1.16 -7.16 -0.29
H 1.03 -6.41 1.33
H 3.73 -3.25 3.20
H 3.96 -4.67 2.18
H 5.15 -1.93 1.32
H 6.01 -3.10 2.35
H 5.55 -3.45 0.66
H -4.10 -1.09 -4.32
H -4.43 -2.76 -3.88
H -5.32 -0.36 -2.25
H -6.30 -1.49 -3.24
H -5.51 -2.01 -1.75
H -1.97 -5.10 -2.75
H -2.89 -4.32 -4.01
H 0.18 -4.46 -3.89
H -0.88 -5.31 -4.93
H -0.82 -3.59 -5.15
H -4.99 3.95 -1.08
H -4.86 2.48 -2.11
H -6.14 2.34 0.69
H -7.09 2.70 -0.70
H -6.16 1.18 -0.58
Br 3.34 -1.09 -1.36
C 3.67 0.58 -2.10
C 4.98 0.77 -2.64
C 5.31 1.89 -3.41
C 4.33 2.81 -3.64
C 2.97 2.70 -3.17
C 1.98 3.54 -3.72
C 0.65 3.31 -3.44
C 0.27 2.29 -2.51
C 1.24 1.48 -1.95
C 2.61 1.55 -2.31
H 5.70 0.03 -2.33
H 6.32 2.07 -3.80
H 4.58 3.65 -4.27
H 2.35 4.31 -4.42
H -0.12 3.90 -3.93
H -0.78 2.14 -2.29
```

Its strongest force on any atom is 3.9 eV Å⁻¹. The calculation puts the molecular weight at 846.71 g mol⁻¹. The calculation puts the calculated total energy at -128513.955 eV. The calculation puts the LUMO energy (alpha / beta) at 4.42 / 4.43 eV. The total charge is -2.


No. 2
Computed, not measured: a structure of composition C32H34N7O3Ti at a distorted geometry, with ωB97M-V with the def2-TZVPD basis set.

XYZ file:
```
77
C32H34N7O3Ti (ωB97M-V with the def2-TZVPD basis set)
Ti 0.59 -0.27 0.60
C 0.32 1.22 -4.94
C 1.14 1.10 -3.81
N 0.98 0.20 -2.87
C -0.02 -0.72 -3.00
C -0.90 -0.67 -4.10
C -0.71 0.34 -5.07
C -1.95 -1.62 -4.23
C -2.08 -2.59 -3.28
C -1.20 -2.66 -2.19
C -0.15 -1.76 -2.00
N 0.70 -1.73 -0.93
C 1.19 -2.84 -0.25
C 0.89 -4.20 -0.47
C 1.57 -5.17 0.27
C 2.54 -4.86 1.19
C 2.90 -3.51 1.42
C 3.99 -3.10 2.22
C 4.33 -1.74 2.22
C 3.54 -0.81 1.60
N 2.39 -1.16 0.95
C 2.16 -2.51 0.73
H 0.51 1.99 -5.67
H 1.97 1.79 -3.68
H -1.39 0.39 -5.92
H -2.62 -1.56 -5.08
H -2.87 -3.32 -3.35
H -1.37 -3.42 -1.44
H 0.21 -4.51 -1.24
H 1.33 -6.22 0.08
H 3.06 -5.65 1.73
H 4.60 -3.83 2.73
H 5.22 -1.40 2.74
H 3.75 0.25 1.62
C 1.53 3.49 -1.35
C 1.69 2.67 -0.08
C 2.83 3.21 0.78
O 2.01 1.30 -0.37
C 0.38 2.71 0.74
O -0.10 3.80 1.04
O -0.09 1.56 1.05
H 2.48 3.55 -1.88
H 1.20 4.49 -1.09
H 0.78 3.03 -1.99
H 3.75 3.23 0.21
H 2.98 2.57 1.65
H 2.59 4.21 1.13
H 1.73 1.04 -1.28
N -3.77 -0.74 -0.11
C -3.49 -1.95 0.50
C -2.16 -1.92 0.78
N -1.61 -0.74 0.34
C -2.60 -0.05 -0.21
C -2.55 1.27 -0.81
N -1.67 1.73 -1.66
C -2.09 3.00 -1.97
C -3.23 3.31 -1.31
N -3.54 2.18 -0.58
H -4.60 -0.51 -0.62
H -4.24 -2.69 0.68
H -1.55 -2.66 1.27
H -1.53 3.62 -2.66
H -3.84 4.19 -1.27
H -4.21 2.13 0.17
C 0.46 -1.18 5.13
C 1.02 -0.69 3.79
C 1.34 0.80 3.88
C 0.09 -1.01 2.63
H 1.16 -1.01 5.96
H 0.25 -2.25 5.08
H -0.48 -0.66 5.36
H 1.97 -1.22 3.62
H 1.83 1.15 2.97
H 0.42 1.39 4.00
H 2.00 1.02 4.73
H -0.94 -0.69 2.89
H 0.04 -2.11 2.54
```

Its strongest force on any atom is 1.2 eV Å⁻¹. The calculation puts the molecular weight at 612.54 g mol⁻¹. The calculation puts the calculated total energy at -73428.184 eV. The calculation puts the LUMO energy (alpha / beta) at 2.23 / 2.23 eV. Its relative energy (zero: lowest compared OMol25 entry of this formula, charge and spin) is 35.6 kcal/mol. The total charge is -1.


No. 3
Computed, not measured: a cluster of 3 separate species, C2HF2I2NO in total at a distorted geometry, with ωB97M-V with the def2-TZVPD basis set.

XYZ file:
```
9
C2HF2I2NO (ωB97M-V with the def2-TZVPD basis set)
C 1.74 -0.43 0.16
C -1.40 1.58 0.06
N 0.71 -0.54 -0.42
O 2.77 -0.15 0.60
F -1.64 2.78 -0.39
F -0.63 1.59 1.19
I -2.91 0.14 0.00
I 1.52 -3.98 -0.59
H -0.16 -0.97 -0.60
```

Its strongest force on any atom is 1.9 eV Å⁻¹. The calculation puts the molecular weight at 346.84 g mol⁻¹. The calculation puts the calculated total energy at -27260.989 eV. The calculation puts the LUMO energy (alpha / beta) at -0.73 / -3.37 eV. Its relative energy (zero: lowest compared OMol25 entry of this formula, charge and spin) is 43.6 kcal/mol.


No. 4
Computed, not measured: a structure of composition C9H13NO2Ru at a distorted geometry, with ωB97M-V with the def2-TZVPD basis set.

XYZ file:
```
26
C9H13NO2Ru (ωB97M-V with the def2-TZVPD basis set)
C 1.73 -0.71 1.94
C 1.83 -1.77 0.98
C 0.54 -2.34 0.80
C -0.37 -1.64 1.66
C 0.37 -0.65 2.40
Ru 0.44 -0.19 0.34
N 0.71 1.57 -0.03
C 1.42 1.33 -1.32
C 1.62 -0.20 -1.35
H 0.27 -3.11 0.08
H 2.72 -2.04 0.44
H -1.43 -1.80 1.72
H -0.04 0.09 3.07
H 2.52 -0.02 2.22
H 2.63 -0.53 -1.13
H 2.42 1.75 -1.34
H 0.48 2.50 0.29
H 1.15 -0.79 -2.14
H 0.78 1.61 -2.16
C -3.21 1.42 -1.35
O -1.81 1.10 -1.20
C -1.61 0.21 -0.19
O -2.55 -0.30 0.43
H -3.57 1.86 -0.40
H -3.76 0.49 -1.59
H -3.27 2.15 -2.17
```

Its strongest force on any atom is 5.3 eV Å⁻¹. The calculation puts the molecular weight at 268.28 g mol⁻¹. The calculation puts the calculated total energy at -17703.836 eV. The calculation puts the LUMO energy (alpha / beta) at 0.79 / -1.06 eV. As for the expectation value of S²: 6.0166. Its relative energy (zero: lowest compared OMol25 entry of this formula, charge and spin) is 25.5 kcal/mol. As for the multiplicity: 5.


No. 5
Computed, not measured: a structure of composition C40H65BrClIrN5O2P2 at a distorted geometry, with ωB97M-V with the def2-TZVPD basis set.

XYZ file:
```
117
C40H65BrClIrN5O2P2 (ωB97M-V with the def2-TZVPD basis set)
Ir -0.30 0.64 -0.18
O -0.55 1.03 1.80
P 0.10 1.35 3.14
N 1.69 1.53 3.12
C 2.34 2.46 2.15
C 3.82 2.16 2.33
C 3.93 1.87 3.82
C 2.69 1.03 4.13
N -0.69 2.54 3.84
C -0.10 3.51 4.81
C -0.93 4.76 4.55
C -2.34 4.23 4.28
C -2.15 2.80 3.72
N -0.15 -0.08 4.13
C -0.31 -1.44 3.67
C -1.03 -2.16 4.81
C -0.49 -1.44 6.04
C -0.36 0.00 5.58
H 2.10 3.50 2.41
H 1.97 2.27 1.14
H 4.44 3.00 2.02
H 4.10 1.29 1.74
H 3.90 2.80 4.39
H 4.84 1.34 4.09
H 2.34 1.19 5.15
H 2.87 -0.03 3.97
H 0.97 3.63 4.63
H -0.25 3.15 5.83
H -0.53 5.29 3.68
H -0.90 5.44 5.40
H -2.88 4.86 3.57
H -2.93 4.19 5.19
H -2.44 2.70 2.67
H -2.71 2.07 4.30
H 0.71 -1.84 3.54
H -0.79 -1.45 2.69
H -0.83 -3.23 4.81
H -2.11 -2.01 4.71
H 0.49 -1.83 6.33
H -1.14 -1.53 6.91
H 0.44 0.59 6.04
H -1.28 0.59 5.74
O 0.23 0.90 -2.00
P -0.09 1.81 -3.29
C -0.06 0.75 -4.77
C -1.39 0.07 -5.20
C -1.68 -1.23 -4.46
C -0.52 -2.21 -4.59
C 0.78 -1.59 -4.10
C 1.09 -0.28 -4.81
C 1.13 3.13 -3.57
C 1.40 4.11 -2.42
C 2.31 3.52 -1.35
C 3.62 3.02 -1.94
C 3.40 2.07 -3.11
C 2.48 2.69 -4.17
C -1.74 2.58 -3.17
C -1.85 4.05 -2.71
C -1.82 4.24 -1.20
C -2.91 3.42 -0.53
C -2.75 1.95 -0.90
C -2.73 1.69 -2.40
H 0.16 1.52 -5.53
H -1.27 -0.15 -6.26
H -2.23 0.76 -5.14
H -2.60 -1.66 -4.85
H -1.86 -1.02 -3.40
H -0.41 -2.50 -5.64
H -0.73 -3.14 -4.06
H 1.62 -2.28 -4.26
H 0.74 -1.40 -3.02
H 1.26 -0.49 -5.87
H 2.02 0.14 -4.44
H 0.57 3.67 -4.35
H 0.49 4.50 -1.98
H 1.90 4.97 -2.87
H 1.76 2.69 -0.87
H 2.49 4.26 -0.57
H 4.24 2.55 -1.17
H 4.20 3.89 -2.28
H 2.97 1.13 -2.75
H 4.36 1.81 -3.57
H 2.36 2.03 -5.03
H 2.95 3.59 -4.56
H -2.04 2.57 -4.22
H -2.81 4.41 -3.08
H -1.11 4.68 -3.21
H -1.94 5.30 -0.96
H -0.86 3.93 -0.78
H -3.90 3.73 -0.88
H -2.91 3.55 0.55
H -3.46 1.30 -0.40
H -1.71 1.71 -0.42
H -3.74 1.93 -2.75
H -2.59 0.64 -2.60
Cl 5.09 -0.44 -1.11
C 3.61 -1.02 -0.47
C 3.51 -2.30 0.06
C 2.28 -2.70 0.57
C 1.20 -1.83 0.52
N 1.31 -0.60 -0.01
C 2.50 -0.19 -0.50
H 4.36 -2.96 0.07
H 2.15 -3.68 0.98
H 0.24 -2.12 0.89
H 2.56 0.79 -0.93
Br -5.20 -4.13 -0.17
C -3.86 -2.86 -0.16
C -3.94 -1.74 0.67
C -2.93 -0.81 0.64
N -1.85 -0.94 -0.17
C -1.77 -2.02 -0.96
C -2.74 -3.00 -0.98
H -4.79 -1.60 1.33
H -2.96 0.06 1.27
H -0.89 -2.11 -1.59
H -2.63 -3.85 -1.64
```

Its strongest force on any atom is 5.2 eV Å⁻¹. The calculation puts the molecular weight at 1017.52 g mol⁻¹. The calculation puts the calculated total energy at -158025.759 eV. The calculation puts the LUMO energy (alpha / beta) at -14.82 / -14.63 eV. As for the expectation value of S²: 0.8959. Its relative energy (zero: lowest compared OMol25 entry of this formula, charge and spin) is 23.4 kcal/mol. As for the multiplicity: 2. The total charge is +4.


No. 6
Computed, not measured: an isolated molecule of C24H28N4O3 at a distorted geometry, with ωB97M-V with the def2-TZVPD basis set.

XYZ file:
```
59
C24H28N4O3 (ωB97M-V with the def2-TZVPD basis set)
C -4.81 -4.56 1.85
O -4.67 -4.15 0.51
C -4.31 -2.86 0.26
C -4.05 -1.90 1.23
C -3.70 -0.62 0.86
C -3.60 -0.27 -0.49
C -3.23 1.07 -0.86
N -3.07 1.49 -2.09
O -2.71 2.80 -1.98
C -2.68 3.08 -0.66
C -2.25 4.42 -0.21
C -0.72 4.49 -0.09
C -0.25 3.50 0.97
O -0.21 3.84 2.14
N 0.05 2.24 0.59
C 0.20 1.69 -0.74
C 1.65 1.24 -0.95
N 1.99 0.26 0.06
C 3.11 -0.55 -0.22
C 4.32 -0.40 0.44
C 5.41 -1.22 0.18
C 6.70 -1.05 0.92
C 5.27 -2.21 -0.78
C 4.06 -2.39 -1.44
C 2.97 -1.58 -1.17
C 1.66 -1.83 -1.86
C 1.90 0.85 1.38
C 0.45 1.28 1.61
N -3.00 2.06 0.06
C -3.86 -1.24 -1.46
C -4.20 -2.52 -1.09
H -5.10 -5.61 1.80
H -5.58 -3.99 2.37
H -3.86 -4.48 2.40
H -4.12 -2.14 2.28
H -3.50 0.14 1.60
H -2.69 4.61 0.78
H -2.60 5.17 -0.92
H -0.25 4.33 -1.06
H -0.45 5.48 0.26
H -0.08 2.41 -1.51
H -0.46 0.82 -0.82
H 1.76 0.81 -1.94
H 2.31 2.13 -0.88
H 4.43 0.38 1.18
H 6.72 -1.71 1.78
H 6.81 -0.03 1.28
H 7.55 -1.29 0.29
H 6.10 -2.86 -1.01
H 3.96 -3.18 -2.17
H 1.54 -2.90 -2.05
H 1.62 -1.32 -2.82
H 0.84 -1.49 -1.25
H 2.18 0.10 2.12
H 2.55 1.73 1.50
H 0.33 1.75 2.58
H -0.21 0.41 1.53
H -3.77 -0.97 -2.50
H -4.41 -3.28 -1.83
```

Its strongest force on any atom is 1.2 eV Å⁻¹. The calculation puts the molecular weight at 420.51 g mol⁻¹. The calculation puts the calculated total energy at -37445.224 eV. The calculation puts the LUMO energy at 0.68 eV. Its relative energy (zero: lowest compared OMol25 entry of this formula, charge and spin) is 69.0 kcal/mol. Its SMILES is COc1ccc(-c2noc(CCC(=O)N3CCN(c4cc(C)ccc4C)CC3)n2)cc1.


Q: Which value of molecular weight does entry 4 give?
A: 268.28 g mol⁻¹


Q: Which formula does entry 6 have?
A: C24H28N4O3